[1]
DFT (ωB97M-V/def2-TZVPD) results for a 6-piece molecular cluster, H12O6 overall in a non-equilibrium geometry.

Values from the calculation:
* total charge: 0
* ΔE to the lowest compared entry with this formula, charge and spin: 30.6 kcal per mole
* frontier orbital gap: 10.4 eV
* total energy: -458.6237 Ha
* 2S+1: 1
* SMILES: O.O.O.O.O.O

The geometry in XYZ format:
```
18
H12O6, DFT ωB97M-V/def2-TZVPD
O 1.45144 0.34461 -0.19089
O -1.05456 1.24261 -0.98989
O -0.01056 -1.79339 -1.03989
O -1.48756 -2.15439 1.01311
O 2.26444 2.52761 -1.96189
O -0.11956 0.08961 2.34111
H 1.14444 0.16661 0.67811
H -1.00456 0.36761 2.16111
H -0.77956 -1.78739 1.52711
H -0.37656 -1.33039 -1.78189
H -0.48456 0.91561 -0.35189
H -1.94256 0.86461 -0.88689
H -0.63656 -1.74839 -0.33589
H 1.15944 -0.40839 -0.67189
H 2.07844 1.90261 -1.27089
H -1.95756 -2.71539 1.58211
H 0.30344 0.93861 2.64911
H 1.45244 2.57761 -2.46989
```

Here are the Löwdin charges for atoms 1 to 4, given in e: O -0.03; O -0.03; O -0.03; O 0.00

***

[2]
DFT (ωB97M-V/def2-TZVPD) results for C23H34FN2O6S as an isolated structure in a non-equilibrium geometry.

Values from the calculation:
* total charge: -1
* frontier orbital gap: 7.3 eV
* total energy: -1955.8186 Ha
* 2S+1: 1

The geometry in XYZ format:
```
67
C23H34FN2O6S, DFT ωB97M-V/def2-TZVPD
S -4.89373 -3.21335 -0.69950
F -0.19712 0.40938 -0.27780
O 1.62647 -1.53465 -1.72012
O 2.58896 3.83388 -0.66072
O 9.60850 2.71508 1.52424
O 1.74878 -2.53203 0.28383
O -3.95483 1.93024 -1.43742
O -4.43333 -5.41117 1.94865
N -4.46671 -1.67371 -0.52320
N -3.45698 -3.92025 -0.83518
C 8.49807 2.24062 2.29290
C -5.70901 -7.17786 2.85873
C -5.28643 -6.48707 1.56826
C 2.53684 1.65580 -1.60721
C -2.55021 -2.94428 -0.72519
C -2.92954 2.85669 -1.81334
C -5.14783 2.20721 -2.17036
C 9.13165 3.47966 0.41440
C -0.98623 -0.66604 -0.43404
C 1.68462 2.83829 -1.17520
C -5.70882 -6.01277 3.84427
C 7.27502 2.99761 1.79507
C -4.51566 -5.20032 3.35717
C 3.69650 1.74037 -0.62332
C -2.33382 -0.49670 -0.40674
C -3.43486 3.57224 -3.05755
C -0.36573 -1.92763 -0.61039
C -4.94358 3.56576 -2.82757
C 1.15251 -2.00779 -0.66515
C 3.87687 3.24655 -0.47900
C 7.63218 3.23061 0.33049
C -3.12390 -1.66361 -0.55048
C -1.13160 -3.04516 -0.74984
H -2.77457 3.55777 -0.98607
H -5.52853 3.68540 -3.73892
H 4.26981 3.53529 0.49944
H 8.39307 1.16405 2.12352
H -2.82781 0.44805 -0.28924
H -3.58363 -5.54808 3.81600
H 4.54837 3.64162 -1.25316
H -4.96034 -7.91715 3.15317
H -3.01014 4.56851 -3.17214
H 0.99436 2.55737 -0.37599
H 2.90008 1.80869 -2.62783
H 8.69909 2.40636 3.35202
H 7.18528 3.95439 2.31541
H -4.61931 -4.13266 3.55365
H 7.42938 2.32748 -0.24906
H 9.34821 4.53754 0.60298
H 6.34832 2.44436 1.93763
H 9.66444 3.17319 -0.48668
H -6.15281 -6.07389 1.03786
H 4.59934 1.23718 -0.96710
H 7.09011 4.05660 -0.12707
H -5.28402 1.42021 -2.91979
H -5.22081 4.36560 -2.13628
H -6.62879 -5.43285 3.73764
H 1.10829 3.27009 -1.99599
H -5.99924 2.18601 -1.48924
H -2.00009 2.31189 -1.98266
H -4.74795 -7.14690 0.88737
H 3.40429 1.29864 0.33177
H -6.67075 -7.68272 2.77289
H -0.65912 -4.00814 -0.85476
H -5.61695 -6.31631 4.88653
H -3.19048 2.99236 -3.95035
H 2.00589 0.70442 -1.57424
```

Here are the Löwdin charges for atoms 1 to 4, given in e: S 0.94; F 0.08; O -0.04; O -0.15

***

[3]
DFT (ωB97M-V/def2-TZVPD) results for a 5-piece molecular cluster, H10O5 overall.

Values from the calculation:
* total charge: 0
* ΔE to the lowest compared entry with this formula, charge and spin: 33.0 kcal per mole
* frontier orbital gap: 11.9 eV
* total energy: -382.1716 Ha
* 2S+1: 1
* SMILES: O.O.O.O.O

The geometry in XYZ format:
```
15
H10O5, DFT ωB97M-V/def2-TZVPD
O -0.20817 0.30251 0.98800
O 4.06822 -4.35190 -1.88576
O -0.32801 -4.31588 2.18820
O -5.17201 5.08830 -0.10775
O 2.43096 3.41902 -1.23813
H -4.44806 4.81542 -0.67137
H 0.01251 -0.61286 1.16012
H -0.76534 -4.20064 3.03181
H 3.56400 -3.96447 -1.17030
H -1.16502 0.31900 0.96785
H -5.66855 5.71055 -0.63924
H -0.86376 -4.96070 1.72624
H 2.09903 2.79037 -0.59714
H 4.78942 -3.73935 -2.03028
H 1.65474 3.70062 -1.72228
```

Here are the Löwdin charges for atoms 1 to 4, given in e: O -0.05; O -0.05; O -0.06; O -0.05